# C4H14NOS

A 2-piece molecular cluster, C4H14NOS overall (ωB97M-V with the def2-TZVPD basis set, the OMol25 dataset).

Last column: natural (NBO) charge in e.
CARTESIAN COORDINATES (ANGSTROEM)
C (-0.58, -1.36, 0.66)  -0.2084
C (0.28, -1.43, -0.60)  -0.4372
C (-0.02, -0.26, -1.54)  -0.5299
S (1.01, 1.24, -1.33)  0.1628
C (2.66, 0.76, -0.69)  -0.7399
N (-0.42, 0.01, 1.31)  -0.7178
H (-1.64, -1.50, 0.46)  0.2270
H (-0.23, -2.07, 1.39)  0.2272
H (-0.03, -2.33, -1.14)  0.2568
H (1.31, -1.54, -0.26)  0.2210
H (-1.04, 0.08, -1.35)  0.2204
H (0.05, -0.55, -2.58)  0.2459
H (3.36, 0.88, -1.51)  0.2490
H (2.67, -0.24, -0.28)  0.2122
H (2.89, 1.40, 0.15)  0.2346
H (-0.39, -0.04, 2.33)  0.4405
H (0.43, 0.45, 0.92)  0.4403
H (-1.13, 0.71, 1.06)  0.4733
H (-2.65, 2.59, 0.81)  0.5003
H (-3.74, 1.48, 1.05)  0.5052
O (-2.81, 1.71, 1.14)  -0.9835

The net charge is +1. The LUMO energy comes out at -3.0 eV. Its spin multiplicity is 1. Its electronic energy is -18741.6108 eV. Its energy above the lowest of the compared OMol25 structures with the same formula, charge and spin is 55.7 kJ/mol. The strongest force on any atom comes out at 1.16 eV/Å. The value obtained for the HOMO energy is -12.5 eV.